{"formula": "C24H22NO8S2", "method": "wB97M-V/def2-TZVPD", "e_homo_ev": -3.6725, "orbital_gap_ev": 5.304, "energy_ev": -64782.0088, "charge": -1, "max_force_ev_per_a": 2.6, "species": ["C", "C", "C", "C", "S", "C", "C", "S", "C", "C", "C", "C", "C", "C", "O", "O", "O", "O", "C", "C", "H", "H", "H", "H", "H", "H", "H", "H", "H", "H", "H", "H", "C", "C", "O", "C", "C", "C", "C", "C", "C", "N", "O", "O", "C", "C", "O", "H", "H", "H", "H", "H", "H", "H", "H", "H", "H"], "positions_angstrom": [[1.60329, -3.85191, 1.41163], [2.11392, -2.91158, 0.51371], [2.09483, -1.55315, 0.83826], [1.57061, -1.14599, 2.06341], [1.51375, 0.62211, 2.48268], [-0.21795, 1.19368, 2.41655], [-0.71774, 1.92699, 3.43207], [-1.10780, 0.77021, 0.90660], [-2.36134, -0.44974, 1.36465], [-2.11028, -1.82070, 1.24614], [-3.00659, -2.73457, 1.80797], [-4.18359, -2.27671, 2.40722], [-4.48785, -0.91198, 2.40311], [-3.57893, 0.00491, 1.87076], [-1.76390, 1.96753, 0.44271], [-0.21828, 0.02319, 0.04372], [1.95266, 0.71573, 3.85790], [2.21359, 1.32412, 1.43203], [1.12638, -2.08416, 2.99547], [1.11309, -3.43887, 2.65378], [1.58430, -4.90860, 1.14254], [2.52320, -3.21969, -0.44992], [2.47889, -0.80994, 0.14287], [-1.68111, 2.42237, 3.34264], [-0.09898, 2.00530, 4.30543], [-1.21041, -2.17137, 0.74158], [-2.77318, -3.80085, 1.78131], [-4.86629, -2.98433, 2.87750], [-5.42406, -0.54672, 2.82574], [-3.79312, 1.07192, 1.85549], [0.77481, -1.74459, 3.96873], [0.71760, -4.16472, 3.36628], [1.45925, 6.04775, 2.20388], [0.83767, 6.18211, 3.56641], [0.50722, 4.85302, 4.01171], [-0.19367, 4.92496, 5.17565], [-0.41213, 3.64031, 5.79630], [-1.06796, 3.55237, 7.03170], [-1.64084, 4.69386, 7.70970], [-2.19973, 4.60973, 8.96489], [-2.24598, 3.36113, 9.62390], [-2.83466, 3.26732, 10.91438], [-2.87181, 2.14504, 11.47156], [-3.29662, 4.30614, 11.44229], [-1.72176, 2.20291, 8.99259], [-1.14749, 2.29278, 7.73944], [-0.53399, 6.04653, 5.59116], [1.83039, 7.02018, 1.87083], [2.28747, 5.33115, 2.20680], [0.70446, 5.70898, 1.48578], [1.52926, 6.66233, 4.27552], [-0.07471, 6.78610, 3.51539], [0.26432, 2.84257, 5.52165], [-1.55939, 5.66802, 7.23909], [-2.59711, 5.49448, 9.46446], [-1.77951, 1.25221, 9.52315], [-0.70269, 1.41235, 7.26536]], "forces_ev_per_angstrom": [[-0.07, 0.17, 0.07], [-0.01, 0.20, 0.18], [-0.02, -0.02, -0.04], [-0.12, 0.04, 0.11], [0.43, -0.36, -0.10], [-0.18, -0.37, 0.33], [0.61, -1.38, -2.06], [-0.20, -0.35, -0.65], [-0.23, 0.18, 0.24], [0.23, 0.07, 0.28], [-0.08, 0.31, -0.12], [0.13, 0.15, -0.05], [0.13, 0.02, -0.15], [0.11, -0.14, 0.22], [0.02, -0.39, 0.29], [-0.08, 0.59, 0.30], [-0.43, 0.15, -0.48], [-0.32, -0.25, 0.49], [-0.19, 0.10, -0.18], [0.10, 0.14, -0.02], [0.03, 0.26, 0.09], [-0.15, 0.04, 0.30], [-0.20, -0.11, 0.16], [0.16, -0.11, 0.27], [-0.29, 0.11, -0.15], [-0.09, 0.17, 0.25], [-0.12, 0.33, -0.04], [0.14, 0.17, -0.16], [0.24, -0.16, -0.10], [0.03, -0.20, 0.11], [0.02, -0.10, -0.20], [0.17, 0.18, -0.22], [0.04, -0.11, -0.35], [0.17, -0.10, -0.45], [0.25, 0.68, -0.21], [-0.45, 0.12, 1.30], [0.28, 1.29, 0.40], [-0.14, -0.09, 0.87], [-0.14, 0.02, 0.26], [0.14, -0.54, -0.18], [0.06, -0.10, -0.34], [-0.34, -0.14, 0.68], [-0.08, 1.37, -0.39], [0.51, -1.38, -0.44], [0.00, 0.29, -0.11], [-0.12, 0.46, 0.18], [0.11, -1.03, -0.50], [0.02, -0.05, -0.02], [-0.11, 0.12, -0.01], [0.19, -0.03, 0.03], [-0.27, -0.21, -0.09], [0.27, -0.09, 0.09], [-0.10, 0.29, 0.30], [-0.11, -0.39, 0.09], [0.15, -0.32, -0.17], [0.05, 0.30, -0.17], [-0.20, 0.20, 0.21]]}